Molecular formula: C3H7MgO3Y
Method: DFT, the ωB97M-V functional and the def2-TZVPD basis

Results
* <S²>: 0.753
* gap between HOMO and LUMO (alpha / beta): 6.16 / 6.15 eV
* 2S+1: 2
* E: -582.307572 Eh
* E_HOMO (alpha / beta): -11.14 / -11.14 eV
* total charge: +1

```
15
Properties=species:S:1:pos:R:3:nbo_charge:R:1
O -1.1581 2.1810 0.4225 -1.07
C -2.1078 1.2999 -0.0690 -0.11
C -1.7671 -0.1402 0.2941 -0.10
O -0.3734 -0.3309 -0.0176 -0.66
C 0.1058 -1.6087 0.0138 -0.03
Y 0.8298 1.6985 0.3718 1.60
H -2.1971 1.3644 -1.1738 0.18
H -3.1206 1.4988 0.3347 0.22
H -2.3677 -0.8628 -0.2774 0.22
H -1.8916 -0.3253 1.3721 0.20
H 4.6216 -1.3756 -0.6609 0.48
H -0.6009 -2.3945 -0.2592 0.19
Mg 4.0213 1.1793 -0.3063 1.12
O 4.9765 -0.4124 -0.6131 -1.42
H 1.0292 -1.7714 0.5682 0.18
```